Molecular formula: C2H3I3O2
Method: DFT, ωB97M-V with the def2-TZVPD basis set

The geometry in XYZ format:
```
10
Properties=species:S:1:pos:R:3:forces:R:3:lowdin_charge:R:1
C -0.5082 -0.1882 -0.7596 -1.757 -0.159 -0.684 -0.96
C 0.1230 -1.3431 -0.1416 1.344 0.337 5.016 -1.34
O -0.7683 -0.6939 -2.0057 -0.213 -0.704 -1.681 -0.20
O -0.0975 -0.7831 1.9239 0.649 -0.840 -2.686 -0.38
I -2.4300 0.2848 0.2006 0.428 0.352 -0.335 0.84
I 2.2244 -1.3215 -0.2674 -0.375 0.036 0.107 0.91
I -0.7226 -3.1555 -0.2070 -0.649 -1.199 -0.079 0.99
H 0.2012 0.5937 -0.7888 0.167 1.467 0.390 0.06
H -0.9675 -0.1129 -2.7468 0.048 0.606 0.522 0.12
H -0.8552 -1.3008 2.2631 0.359 0.103 -0.571 -0.04
```
Positions in Å, forces in eV/Å.

Properties
Gap between HOMO and LUMO, hartree: 0.2958
Energy relative to the best compared isomer or geometry (same formula, charge and spin), kcal/mol: 77.1
E_HOMO, eV: -9.1
Largest force on an atom, eV/A: 5.20
Total energy, eV: -30515.573



Molecular formula: C19H29K2N6O5
Method: DFT, ωB97M-V with the def2-TZVPD basis set

The geometry in XYZ format:
```
61
Properties=species:S:1:pos:R:3:forces:R:3:lowdin_charge:R:1
K -17.2030 8.9719 4.6278 -11.622 2.469 -3.021 1.12
K -17.2148 9.6662 8.0226 -2.564 8.004 4.489 1.02
C -15.4331 8.3223 6.4857 -0.075 1.863 0.271 -0.30
O -16.3555 9.3713 6.3465 6.448 -0.458 -1.187 -0.71
H -14.5193 8.7562 6.8918 -5.111 -3.658 0.995 0.04
H -15.7244 7.5484 7.1958 1.968 2.842 -2.753 0.00
H -15.1526 8.0087 5.4802 -0.845 -0.279 2.814 0.02
C -13.6964 7.2832 4.6995 3.311 -4.076 1.887 -0.09
N -12.4852 6.4290 4.4805 1.247 -1.938 -0.799 -0.33
O -11.4113 6.8926 4.8616 -1.108 -0.396 -0.288 0.08
O -12.5881 5.2941 3.9232 -0.283 3.037 1.469 0.06
H -14.1549 7.0045 5.6483 1.439 0.092 -0.877 0.07
H -14.3878 7.1448 3.8683 1.816 -2.959 2.189 0.12
H -13.3336 8.3049 4.8122 0.371 -3.281 1.064 0.05
C -14.8825 10.3014 3.2704 -0.973 0.771 -0.703 0.04
N -14.7216 8.8287 3.4950 -2.351 4.711 -3.836 -0.44
O -15.5681 8.2103 4.0937 4.077 -1.893 -5.330 -0.31
O -13.8058 8.3583 2.9172 1.151 0.273 -4.741 0.11
H -15.1983 10.8824 4.1369 -0.892 -0.797 -0.211 0.10
H -15.5664 10.4148 2.4292 0.157 -0.150 -0.364 0.13
H -13.8774 10.7003 3.1332 -0.822 -0.570 -1.405 0.09
N -13.5161 9.9756 6.3483 2.678 0.089 -1.407 0.03
C -13.6482 11.0986 7.0130 2.958 4.629 -0.186 -0.15
C -13.4067 12.1085 6.1167 -0.299 1.859 1.063 -0.03
C -13.3441 11.5558 4.8895 1.484 -1.096 -2.047 -0.11
C -13.3524 10.1548 5.0157 1.315 2.204 1.965 -0.12
H -13.7385 9.0744 6.7465 4.224 1.154 -0.900 0.07
H -13.7703 11.1445 8.0851 1.587 1.549 -1.190 0.11
H -13.2488 13.1642 6.2806 -0.423 -0.053 0.367 0.12
H -13.2987 12.1135 3.9658 0.325 0.099 0.140 0.12
H -13.2783 9.2774 4.3903 1.402 3.354 0.319 0.07
N -16.7091 3.6230 6.0353 -1.583 0.605 0.664 0.05
C -15.4120 3.8790 5.8371 0.800 0.851 -0.092 -0.07
C -15.2627 5.2593 6.0156 4.098 -2.292 -0.528 -0.09
C -16.4339 5.8268 6.3612 -1.989 -0.508 -0.896 -0.20
C -17.3187 4.8053 6.3930 -2.071 -0.325 -0.122 -0.09
H -17.1671 2.7251 5.9719 0.139 0.223 0.039 0.16
H -14.7288 3.0741 5.6096 0.128 0.340 -0.070 0.13
H -14.2990 5.7445 5.9679 -0.573 -1.466 0.386 0.08
H -16.6690 6.8513 6.6092 0.319 -2.811 -2.332 0.01
H -18.3585 4.9831 6.6249 -0.169 -0.877 -0.052 0.12
N -16.3740 10.5646 10.3236 0.427 0.764 0.507 0.03
C -15.9238 9.3370 10.5272 0.779 -1.657 2.074 -0.17
C -15.0815 8.9488 9.5081 0.583 -0.075 2.238 -0.08
C -14.9620 10.0465 8.6996 0.390 -0.826 0.982 -0.24
C -15.7594 11.0366 9.2217 2.048 3.224 -0.008 -0.20
H -16.9326 11.0396 11.0182 0.209 0.332 -0.391 0.18
H -16.2281 8.9003 11.4669 0.181 -0.421 -0.194 0.14
H -14.4520 8.0789 9.3923 -0.449 -0.227 0.286 0.15
H -14.3693 9.9736 7.7997 -2.858 -0.806 2.954 0.03
H -15.8191 12.0933 9.0064 -0.182 -0.119 -0.456 0.15
N -18.3108 8.1219 9.7353 0.630 -2.396 0.639 0.03
C -17.2010 7.2915 9.6849 -0.226 1.092 0.791 -0.07
C -16.8049 7.2394 8.3909 -1.374 -3.283 2.348 -0.21
C -17.8791 7.6450 7.5964 -4.675 -1.519 0.931 -0.24
C -18.7779 8.2588 8.4687 -3.283 -3.370 0.303 -0.22
H -18.6955 8.4234 10.6192 -0.472 -0.093 -0.464 0.17
H -16.6847 7.0407 10.5997 -0.010 -0.141 -0.352 0.14
H -15.8786 6.8803 7.9674 -0.927 -1.846 3.286 0.10
H -17.9948 7.5923 6.5239 -0.535 0.164 0.647 0.10
H -19.7618 8.7031 8.4366 0.055 0.066 -0.905 0.14
```
Positions in Å, forces in eV/Å.

Properties
Gap between HOMO and LUMO, hartree: 0.2464
Charge: +1
E_HOMO, eV: -10.4
Largest force on an atom, eV/A: 12.26
Total energy, eV: -71961.576



Molecular formula: C22H34BrCl3MoN2O9P3Si
Method: DFT, ωB97M-V with the def2-TZVPD basis set

The geometry in XYZ format:
```
76
Properties=species:S:1:pos:R:3:forces:R:3:lowdin_charge:R:1
Mo -0.5177 0.7720 1.3503 4.311 1.657 2.083 1.33
C 3.4623 3.5757 0.7078 -0.134 0.252 -0.543 -0.06
C 2.6959 2.7869 1.7603 0.988 -0.072 0.749 -0.54
O 3.3340 3.1016 3.0571 -0.769 -1.259 -0.778 -0.07
P 0.9754 3.3460 1.9538 1.499 3.547 0.039 0.57
O 0.5389 4.1265 0.6154 -0.428 -0.182 0.495 -0.12
O 1.1763 4.6313 2.9290 0.128 -1.559 -0.439 -0.10
O -0.0692 2.4327 2.5005 0.299 -0.602 1.836 -0.50
P 2.8596 0.9569 1.5121 4.350 -0.297 -0.262 0.39
O 3.1758 0.5269 3.0511 -0.878 -0.558 0.149 -0.15
O 4.1182 0.5991 0.7697 -2.449 0.627 0.084 -0.26
O 1.5286 0.3470 1.1932 -1.150 -1.182 -0.018 -0.47
H 3.3848 4.6519 0.8938 -0.154 -0.155 0.032 0.10
H 3.0742 3.3668 -0.2932 0.064 0.059 0.070 0.10
H 4.5272 3.3220 0.7262 -0.348 -0.268 0.151 0.10
H 3.4636 2.1972 3.4419 0.162 1.111 0.392 0.08
H -0.4016 4.3701 0.6859 0.403 0.210 -0.296 0.09
H 2.0595 4.5387 3.3575 -0.485 0.025 0.081 0.09
H 3.2141 -0.4486 3.0193 0.302 0.497 0.506 0.10
C -2.3926 2.9914 1.4903 -1.738 2.483 0.822 -0.16
O -1.7742 2.1040 0.6110 -1.738 0.041 -0.732 -0.36
C -1.9076 2.0087 -0.7367 -0.584 0.177 -2.996 -0.17
C -2.7398 2.8389 -1.5059 0.316 -0.314 0.283 -0.02
C -2.8132 2.6677 -2.8840 0.318 -0.361 -0.074 -0.64
Br -3.9497 3.8043 -3.9192 0.420 -0.414 0.406 0.79
C -2.0655 1.6753 -3.5165 -0.020 0.140 0.705 -0.06
C -1.2138 0.8140 -2.7917 -0.085 0.087 0.099 -0.01
C -1.1424 0.9949 -1.3741 -0.845 1.116 -1.888 -0.14
O -0.3776 0.2544 -0.5477 -1.529 3.090 -1.455 -0.27
C -0.4387 -0.2329 -3.5441 0.500 -0.154 2.006 -0.19
N 0.4102 -1.1168 -2.9587 -2.251 2.874 0.631 0.19
C 0.8808 -1.8566 -3.9745 1.110 -1.103 0.782 -0.27
C 1.7895 -2.9093 -3.9190 0.627 -0.971 -1.430 0.00
C 2.1323 -3.5365 -5.1325 -0.539 0.772 0.853 -0.06
C 1.5626 -3.0971 -6.3507 -0.730 0.931 0.454 -0.06
C 0.6459 -2.0275 -6.3647 0.914 -1.108 -0.191 0.01
C 0.3335 -1.4341 -5.1429 0.527 -1.244 -3.320 -0.24
N -0.4991 -0.4141 -4.8954 -1.442 1.727 0.209 0.18
H -3.0794 3.7040 1.0037 0.243 -0.540 -0.138 0.13
H -1.6138 3.5757 2.0224 -0.984 -0.487 -0.335 0.08
H -2.9731 2.4137 2.2390 0.343 1.150 -1.175 -0.07
H -3.3391 3.6210 -1.0703 -0.005 0.011 0.242 0.11
H -2.1695 1.5973 -4.5863 0.103 -0.134 -0.087 0.10
H 0.2103 -0.4781 -0.7875 0.990 0.411 -1.697 0.02
H 2.2169 -3.2340 -2.9792 0.060 0.064 -0.110 0.10
H 2.8356 -4.3589 -5.1316 -0.028 0.041 -0.014 0.10
H 1.8327 -3.5860 -7.2776 -0.027 0.041 0.034 0.10
H 0.2022 -1.6807 -7.2886 0.031 -0.037 -0.035 0.11
H -1.0532 0.1003 -5.6119 0.794 -0.701 1.163 0.19
Cl -2.3835 2.2366 4.4363 -0.030 0.102 0.870 0.37
Si -2.3357 0.6230 3.1729 0.851 -0.423 0.720 -0.57
Cl -4.2442 0.4862 2.4372 -0.811 -0.095 -0.317 0.39
Cl -2.1423 -0.9983 4.4124 1.712 3.613 3.551 0.46
C 0.3661 -3.3007 -0.5596 0.246 -0.446 -0.055 -0.09
C 0.1231 -1.8844 -0.0706 -0.056 -2.987 -0.062 -0.42
P -0.5158 -1.7063 1.6503 0.232 -1.548 -1.016 0.93
C 0.7135 -2.6936 2.6009 0.372 0.527 0.414 -0.36
C 0.6249 -2.4636 4.0999 0.169 -0.113 0.560 -0.18
C -1.9853 -2.8150 1.6115 -0.485 0.254 0.057 -0.35
C -2.9028 -2.6232 2.8070 -1.401 -1.719 -1.175 -0.34
H 0.7422 -3.2777 -1.5881 -0.198 0.003 0.337 0.04
H -0.5514 -3.8970 -0.5614 0.111 0.104 0.030 0.08
H 1.1113 -3.8223 0.0485 -0.097 0.020 -0.067 0.08
H -0.5871 -1.3948 -0.7466 -0.509 -2.916 0.528 0.07
H 1.0601 -1.3207 -0.1426 0.388 -0.460 0.304 0.09
H 1.7171 -2.3994 2.2731 -0.168 0.012 -0.227 0.08
H 0.6078 -3.7624 2.3886 -0.212 0.245 -0.273 0.10
H 0.7333 -1.4030 4.3525 -0.056 -0.173 -0.009 0.06
H 1.4249 -3.0111 4.6094 -0.102 0.056 -0.091 0.09
H -0.3250 -2.8142 4.5118 0.284 0.036 -0.037 0.03
H -1.6833 -3.8654 1.5477 0.292 0.237 -0.079 0.09
H -2.5600 -2.5911 0.7055 0.209 0.081 -0.049 0.10
H -2.4185 -2.9104 3.7439 -0.463 -0.641 -0.835 0.00
H -3.7962 -3.2467 2.6955 0.070 -0.125 -0.232 0.10
H -3.2318 -1.5823 2.9001 -0.496 -1.854 -0.957 -0.12
H 0.3284 2.0342 0.3568 -0.311 -1.233 0.766 0.09
```
Positions in Å, forces in eV/Å.

Properties
Spin multiplicity: 3
Gap between HOMO and LUMO (spin up / spin down), hartree: 0.2908 / 0.2700
Charge: +1
E_HOMO (spin up / spin down), eV: -11.1 / -11.1
Largest force on an atom, eV/A: 5.35
⟨S²⟩: 2.019
Total energy, eV: -189980.219



Molecular formula: C4H11NO2
Method: DFT, ωB97M-V with the def2-TZVPD basis set

The geometry in XYZ format:
```
18
Properties=species:S:1:pos:R:3:forces:R:3:lowdin_charge:R:1
C 1.5340 2.1764 0.3639 0.857 0.587 0.891 -0.04
N 0.9228 0.8795 0.2201 0.509 1.453 0.933 0.01
C -0.0802 0.6919 -0.5549 3.685 -0.148 -4.182 -0.24
C -0.4076 -0.6502 -1.0522 -0.692 2.724 0.959 0.02
C -1.2951 -0.2292 0.2613 -2.240 -5.045 0.332 -0.28
O -2.4877 -0.1327 0.1710 -0.446 1.468 0.082 0.11
H 2.1478 2.5212 -0.4751 -0.506 -0.413 -0.454 0.10
H 2.2854 2.1013 1.1515 -0.316 0.048 0.271 0.09
H 0.8240 2.9601 0.6217 -0.109 -0.062 -0.005 0.09
H -4.1320 -5.1200 1.9319 -0.044 0.012 0.195 0.00
H -0.3356 1.5212 -1.2047 -0.933 0.269 0.545 0.17
H -3.9702 -5.1621 1.2152 0.045 -0.010 -0.195 0.00
H -0.9147 -0.4643 -1.9860 -0.709 -0.705 0.102 0.12
H 0.3141 -1.4496 -0.8898 0.285 0.143 0.551 0.09
H -0.8234 -0.5868 1.1868 0.353 0.578 0.076 0.15
H 1.4882 0.0213 0.5365 0.563 -1.467 -0.532 0.06
H 2.8107 -1.7479 0.0606 0.008 0.118 0.162 -0.07
O 1.9301 -1.3895 0.1935 -0.308 0.451 0.270 -0.39
```
Positions in Å, forces in eV/Å.

Properties
Gap between HOMO and LUMO, hartree: 0.2448
Energy relative to the best compared isomer or geometry (same formula, charge and spin), kcal/mol: 150.3
E_HOMO, eV: -8.4
Largest force on an atom, eV/A: 5.58
Total energy, eV: -9905.723



Molecular formula: C2H9N2P3
Method: DFT, ωB97M-V with the def2-TZVPD basis set

The geometry in XYZ format:
```
16
Properties=species:S:1:pos:R:3:forces:R:3:lowdin_charge:R:1
C 0.4025 -0.4873 1.7640 1.335 1.180 -2.711 -0.14
C -0.6525 0.5594 1.9104 -0.251 -0.177 0.542 -0.47
N -1.7935 0.2694 1.1108 -0.654 -0.011 -0.650 -0.36
P -1.5266 -0.1590 -0.3742 -2.563 -0.392 -0.135 0.49
P -0.4928 1.4916 -1.5811 -1.788 1.127 0.570 0.65
N 0.8325 1.0568 -2.1641 0.823 0.045 -0.736 -0.81
P 1.8075 -0.2796 -2.2434 0.275 -1.626 0.622 0.65
H 1.2443 -0.3464 2.4127 0.598 0.113 0.247 0.06
H 0.0622 -1.4803 1.8268 -0.547 -1.328 0.128 0.05
H 0.7688 -0.2911 0.6060 -0.293 -0.906 2.770 0.05
H -0.9994 0.8312 2.9002 0.167 -0.398 0.492 0.10
H -0.1466 1.4024 1.5399 0.559 1.906 -0.243 0.06
H -2.8955 -0.4694 -0.8362 1.459 0.371 -0.116 -0.01
H -0.8559 -1.3483 -0.6191 0.365 -0.622 -0.363 -0.06
H 2.9166 0.2421 -2.8661 0.576 0.349 -0.620 -0.14
H 1.3285 -0.9914 -3.3867 -0.061 0.369 0.203 -0.10
```
Positions in Å, forces in eV/Å.

Properties
Gap between HOMO and LUMO (spin up / spin down), hartree: 0.2395 / 0.2395
Energy relative to the best compared isomer or geometry (same formula, charge and spin), kcal/mol: 38.1
E_HOMO (spin up / spin down), eV: -7.8 / -7.8
Largest force on an atom, eV/A: 3.24
Total energy, eV: -33062.868



> Among the records above, which one has the highest total energy?

C4H11NO2



> Among the records above, which one has the lowest total energy?

C22H34BrCl3MoN2O9P3Si